[1]
ORCA calculation (ωB97M-V/def2-TZVPD) on a cluster of 2 separate species, C4H14N3O2 in total in a non-equilibrium geometry.

## Properties
E_LUMO   -3.32 eV
Charge   +1
2S+1   1
Gap between HOMO and LUMO   9.32 eV
Relative energy (zero: lowest compared OMol25 entry of this formula, charge and spin)   136.81 kJ/mol

Element x y z (Å)
N1 -0.61 0.10 -1.65
C1 0.07 -1.20 -1.74
C2 0.87 -1.75 -0.49
N2 0.63 -0.85 0.63
C3 1.61 0.11 1.10
C4 1.02 1.58 1.00
N3 -0.03 1.85 1.88
O1 1.53 2.37 0.26
H1 0.03 0.88 -1.49
H2 -1.13 0.36 -2.49
H3 -1.24 0.11 -0.82
H4 -0.61 -2.01 -2.01
H5 0.72 -1.22 -2.63
H6 0.46 -2.71 -0.15
H7 1.89 -1.94 -0.82
H8 0.10 -1.26 1.38
H9 2.05 -0.13 2.07
H10 2.38 0.28 0.33
H11 -0.44 2.75 1.69
H12 -0.72 1.17 2.14
H13 -2.59 1.33 0.70
H14 -3.37 -0.20 0.54
O2 -2.62 0.38 0.59



[2]
ORCA calculation (ωB97M-V/def2-TZVPD) on a cluster of 5 separate species, C22H41FNO9S4 in total in a non-equilibrium geometry.

## Properties
E_LUMO   -3.45 eV
Charge   +1
2S+1   1
Gap between HOMO and LUMO   8.77 eV

Element x y z (Å)
O1 4.82 0.15 -1.11
C1 3.93 0.10 -1.97
F1 4.04 1.00 -3.10
C2 2.65 -0.87 -1.94
N1 1.42 -0.03 -1.90
C3 1.21 1.23 -1.53
C4 -0.35 1.48 -1.81
C5 -0.60 0.47 -3.05
C6 0.20 -0.78 -2.39
H1 2.70 -1.68 -1.14
H2 2.65 -1.41 -2.96
H3 2.01 1.94 -1.12
H4 -0.37 2.51 -2.35
H5 -1.09 1.49 -0.94
H6 -1.68 0.19 -3.30
H7 0.00 0.81 -3.95
H8 0.35 -1.72 -3.03
H9 -0.39 -0.92 -1.41
C7 -2.34 -3.98 2.31
C8 -2.80 -4.42 0.92
C9 -3.36 -3.19 0.21
S1 -2.52 -1.78 0.91
O2 -3.47 -0.97 1.62
O3 -1.62 -1.22 -0.09
C10 -1.55 -2.69 2.10
H10 -1.74 -4.74 2.80
H11 -3.21 -3.78 2.94
H12 -1.94 -4.81 0.36
H13 -3.55 -5.22 0.98
H14 -3.18 -3.23 -0.86
H15 -4.43 -3.07 0.40
H16 -1.43 -2.11 3.00
H17 -0.58 -2.90 1.65
C11 3.60 5.22 2.79
C12 4.71 4.93 1.79
C13 4.08 4.18 0.61
S2 2.37 4.71 0.54
O4 1.52 3.57 0.84
O5 2.18 5.53 -0.64
C14 2.43 5.77 1.98
H18 3.92 5.94 3.56
H19 3.30 4.30 3.30
H20 5.14 5.87 1.44
H21 5.52 4.34 2.24
H22 4.57 4.42 -0.33
H23 4.09 3.10 0.77
H24 1.48 5.73 2.51
H25 2.64 6.78 1.63
C15 -0.26 -5.70 7.49
C16 -0.31 -4.18 7.34
C17 -0.93 -3.88 5.98
S3 -2.01 -5.25 5.60
O6 -1.48 -5.95 4.45
O7 -3.38 -4.81 5.67
C18 -1.63 -6.20 7.06
H26 -0.03 -6.00 8.52
H27 0.51 -6.12 6.84
H28 -0.93 -3.76 8.13
H29 0.69 -3.74 7.43
H30 -1.51 -2.95 6.00
H31 -0.17 -3.82 5.19
H32 -1.65 -7.27 6.82
H33 -2.39 -5.97 7.81
C19 -0.37 3.35 -7.71
C20 -1.86 3.66 -7.90
C21 -2.64 2.68 -7.04
S4 -1.57 2.24 -5.67
O8 -1.24 0.83 -5.79
O9 -2.09 2.81 -4.45
C22 -0.17 3.19 -6.21
H34 0.27 4.14 -8.12
H35 -0.12 2.42 -8.23
H36 -2.06 4.69 -7.57
H37 -2.15 3.60 -8.95
H38 -3.56 3.13 -6.65
H39 -2.88 1.77 -7.59
H40 0.76 2.67 -5.96
H41 -0.21 4.16 -5.70



[3]
ORCA calculation (ωB97M-V/def2-TZVPD) on the molecule C3H4N2O2S in a non-equilibrium geometry.

## Properties
Structure (SMILES)   O/N=C\[C@H]1ON=CS1
E_LUMO   0.55 eV
2S+1   1
Gap between HOMO and LUMO   9.28 eV
Relative energy (zero: lowest compared OMol25 entry of this formula, charge and spin)   552.80 kJ/mol

Element x y z (Å)
C1 -1.24 0.67 0.55
C2 0.18 0.57 0.91
C3 1.68 -0.46 -0.74
H1 -1.60 -1.42 -1.66
H2 -1.99 1.48 0.94
H3 0.25 1.30 1.82
H4 2.36 -0.58 -1.57
N1 -1.92 -0.08 -0.23
N2 1.54 -1.26 0.32
O1 -1.06 -0.80 -1.02
O2 0.74 -0.66 1.26
S1 1.07 1.24 -0.59



[4]
ORCA calculation (ωB97M-V/def2-TZVPD) on a structure of composition C25H30N6O5PtS in a non-equilibrium geometry.

## Properties
E_LUMO (alpha / beta)   -7.98 / -7.98 eV
Charge   +2
2S+1   1
Gap between HOMO and LUMO (alpha / beta)   5.81 / 5.81 eV

Element x y z (Å)
Pt1 0.39 -0.10 -0.16
O1 -0.50 5.63 -0.17
C1 -1.73 5.13 -0.27
C2 -2.76 6.08 -0.30
C3 -4.07 5.69 -0.40
C4 -4.42 4.33 -0.48
C5 -3.44 3.39 -0.44
C6 -2.06 3.74 -0.33
C7 -1.14 2.66 -0.29
O2 -1.44 1.46 -0.27
N1 0.27 3.06 -0.25
N2 1.13 2.15 -0.23
C8 2.42 2.73 -0.13
C9 3.60 2.09 -0.28
C10 4.81 2.89 -0.13
C11 6.02 2.35 -0.33
C12 6.16 0.95 -0.71
C13 5.10 0.14 -0.85
C14 3.75 0.64 -0.64
O3 2.78 -0.09 -0.75
H1 0.15 4.90 -0.16
H2 -2.48 7.12 -0.25
H3 -4.84 6.45 -0.43
H4 -5.46 4.04 -0.57
H5 -3.69 2.34 -0.52
H6 2.42 3.79 0.06
H7 4.71 3.93 0.14
H8 6.91 2.95 -0.22
H9 7.16 0.56 -0.87
H10 5.20 -0.90 -1.13
N3 -1.37 -0.43 4.14
C15 -1.25 -0.01 2.89
N4 -2.33 0.29 2.20
S1 0.36 0.12 2.26
H11 -2.25 -0.39 4.63
H12 -0.55 -0.65 4.68
H13 -3.26 0.21 2.60
H14 -2.24 0.71 1.28
C16 0.80 -2.01 -2.82
C17 1.80 -2.83 -2.04
O4 1.60 -2.65 -0.64
C18 2.68 -3.24 0.09
C19 2.63 -2.83 1.54
H15 1.09 -1.95 -3.86
H16 0.76 -0.97 -2.44
H17 -0.21 -2.43 -2.78
H18 2.82 -2.53 -2.30
H19 1.69 -3.89 -2.29
H20 3.62 -2.92 -0.36
H21 2.62 -4.33 -0.01
H22 2.58 -1.74 1.64
H23 3.54 -3.17 2.04
H24 1.78 -3.27 2.07
N5 -4.16 -5.49 -0.08
C20 -4.30 -4.16 0.06
O5 -5.34 -3.59 0.32
C21 -3.05 -3.32 -0.07
C22 -1.95 -3.49 0.75
C23 -0.93 -2.56 0.71
N6 -0.97 -1.51 -0.12
C24 -2.01 -1.37 -0.96
C25 -3.07 -2.24 -0.95
H25 -4.98 -6.07 0.00
H26 -3.30 -5.91 -0.38
H27 -1.89 -4.31 1.45
H28 -0.06 -2.63 1.35
H29 -1.98 -0.51 -1.62
H30 -3.91 -2.08 -1.61



[5]
ORCA calculation (ωB97M-V/def2-TZVPD) on a structure of composition C19H24IrNO3 in a non-equilibrium geometry.

## Properties
E_LUMO (alpha / beta)   1.36 / 0.61 eV
Expectation value of S²   8.77
Charge   -1
2S+1   6
Gap between HOMO and LUMO (alpha / beta)   0.77 / 6.98 eV
Relative energy (zero: lowest compared OMol25 entry of this formula, charge and spin)   0.00 kJ/mol

Element x y z (Å)
Ir1 -0.92 0.59 0.85
C1 -1.41 2.50 0.05
C2 -0.56 1.99 -1.01
C3 -1.25 0.95 -1.67
H1 0.39 2.41 -1.30
C4 -2.39 0.61 -0.90
C5 -2.56 1.63 0.12
H2 -3.40 1.75 0.79
H3 -1.27 3.41 0.62
H4 -0.97 0.54 -2.63
H5 -3.08 -0.21 -1.07
C6 -0.16 -0.39 2.66
C7 -1.52 0.02 2.76
C8 -2.27 -0.72 1.78
H6 -1.91 0.76 3.45
C9 -1.37 -1.61 1.12
C10 -0.06 -1.38 1.64
H7 0.85 -1.89 1.35
H8 0.65 -0.07 3.31
H9 -3.34 -0.65 1.61
H10 -1.66 -2.36 0.39
O1 0.43 -1.18 -1.15
C11 0.10 -2.38 -1.90
C12 1.17 -2.05 -2.97
C13 -1.33 -2.35 -2.38
C14 0.46 -3.62 -1.10
C15 1.52 -0.89 -2.08
H11 0.74 -1.76 -3.93
H12 1.95 -2.81 -3.06
H13 2.48 -0.96 -1.55
H14 1.38 0.11 -2.50
H15 -1.52 -3.22 -3.02
H16 -1.51 -1.43 -2.96
H17 -2.02 -2.39 -1.54
H18 0.67 -4.45 -1.78
H19 -0.38 -3.91 -0.46
H20 1.34 -3.42 -0.48
O2 -0.17 3.07 3.02
C16 0.79 2.70 2.36
C17 2.20 3.27 2.46
C18 2.97 2.62 1.33
C19 1.98 1.66 0.67
O3 2.20 1.00 -0.34
N1 0.79 1.72 1.37
H21 2.17 4.36 2.36
H22 2.63 3.02 3.44
H23 3.31 3.35 0.58
H24 3.84 2.04 1.69



[6]
ORCA calculation (ωB97M-V/def2-TZVPD) on a structure of composition C4H4O5S in a non-equilibrium geometry.

## Properties
E_LUMO   6.38 eV
Charge   -2
2S+1   1
Gap between HOMO and LUMO   6.46 eV
Relative energy (zero: lowest compared OMol25 entry of this formula, charge and spin)   144.75 kJ/mol

Element x y z (Å)
C1 0.71 -0.49 0.51
C2 -0.48 0.09 0.79
C3 -0.68 2.71 -0.03
C4 -1.05 1.10 -0.11
O1 -0.54 3.24 1.09
O2 -3.75 -0.35 -1.56
O3 -0.52 3.12 -1.17
O4 -2.92 -1.51 0.48
O5 -2.72 0.99 0.53
S1 -3.61 -0.25 -0.05
H1 1.13 -1.23 1.13
H2 1.18 -0.47 -0.43
H3 -0.96 -0.13 1.71
H4 -1.30 0.75 -1.20



[7]
ORCA calculation (ωB97M-V/def2-TZVPD) on a cluster of 3 separate species, C10H17F6NO6PS2 in total in a non-equilibrium geometry.

## Properties
E_LUMO   2.45 eV
Charge   -1
2S+1   1
Gap between HOMO and LUMO   7.37 eV

Element x y z (Å)
O1 -1.97 5.17 0.12
S1 -3.04 4.58 -0.65
O2 -3.15 5.04 -2.01
C1 -2.99 2.82 -0.51
P1 -2.07 1.85 -1.95
N1 -1.42 0.64 -0.50
C2 -0.25 0.41 -0.57
S2 1.27 -0.11 -0.58
H1 -4.20 4.92 -0.01
H2 -2.42 2.63 0.40
H3 -3.98 2.39 -0.35
H4 -0.93 2.72 -1.78
H5 -1.34 1.08 -2.94
H6 -3.19 0.94 -2.07
H7 -2.66 2.68 -2.97
C3 1.51 2.28 3.10
C4 0.49 3.21 3.73
O3 -0.84 2.68 3.61
C5 -1.21 1.79 4.51
O4 -0.55 1.37 5.42
C6 -2.67 1.37 4.25
F1 -2.91 1.16 2.96
F2 -3.51 2.34 4.67
F3 -2.97 0.26 4.92
H8 1.24 2.08 2.06
H9 2.50 2.73 3.13
H10 1.54 1.33 3.62
H11 0.48 4.17 3.22
H12 0.72 3.40 4.78
C7 1.37 -6.39 -2.99
C8 2.07 -5.34 -3.82
O5 2.54 -4.26 -3.01
C9 3.70 -4.44 -2.39
O6 4.39 -5.41 -2.45
C10 4.06 -3.17 -1.60
F4 3.01 -2.70 -0.94
F5 4.50 -2.22 -2.44
F6 5.03 -3.42 -0.72
H13 0.56 -5.93 -2.41
H14 0.95 -7.16 -3.63
H15 2.05 -6.85 -2.28
H16 1.39 -4.90 -4.54
H17 2.90 -5.77 -4.39



[8]
ORCA calculation (ωB97M-V/def2-TZVPD) on the molecule C21H24FN3O6S in a non-equilibrium geometry.

## Properties
Structure (SMILES)   CCN(CC)S(=O)(=O)c1cccc(NC(=O)COC(=O)CNC(=O)c2cccc(F)c2)c1
E_LUMO   0.37 eV
2S+1   1
Gap between HOMO and LUMO   9.10 eV
Relative energy (zero: lowest compared OMol25 entry of this formula, charge and spin)   21.65 kJ/mol

Element x y z (Å)
C1 1.69 -2.01 2.00
H1 1.86 -0.97 1.72
H2 0.62 -2.20 2.04
H3 2.12 -2.18 2.99
C2 2.36 -2.93 0.98
N1 1.75 -2.76 -0.33
S1 2.28 -1.49 -1.27
O1 3.15 -1.92 -2.34
O2 2.78 -0.47 -0.39
C3 0.73 -0.94 -1.97
C4 -0.30 -0.68 -1.09
C5 -1.51 -0.18 -1.57
C6 -1.67 0.02 -2.94
C7 -0.63 -0.27 -3.81
C8 0.59 -0.74 -3.33
H4 1.42 -0.95 -3.98
H5 -0.76 -0.11 -4.87
H6 -2.61 0.40 -3.32
N2 -2.49 0.13 -0.63
C9 -3.69 0.72 -0.82
O3 -4.20 0.96 -1.89
C10 -4.41 1.04 0.50
H7 -4.85 0.12 0.90
H8 -5.21 1.76 0.28
O4 -3.55 1.62 1.47
C11 -3.44 1.00 2.65
O5 -4.03 0.00 2.96
C12 -2.57 1.80 3.62
N3 -1.28 2.13 3.03
C13 -0.69 1.27 2.18
O6 -1.22 0.21 1.88
C14 0.63 1.71 1.64
C15 0.74 1.97 0.28
C16 1.98 2.30 -0.23
C17 3.11 2.37 0.56
C18 2.98 2.11 1.91
C19 1.75 1.79 2.46
H9 1.66 1.56 3.51
H10 3.85 2.16 2.55
H11 4.06 2.61 0.12
F1 2.08 2.57 -1.55
H12 -0.12 1.92 -0.37
H13 -0.83 2.99 3.28
H14 -3.09 2.73 3.85
H15 -2.45 1.20 4.53
H16 -2.18 -0.02 0.33
H17 -0.14 -0.85 -0.04
C20 1.40 -3.94 -1.08
C21 2.59 -4.81 -1.49
H18 3.10 -5.20 -0.61
H19 2.24 -5.65 -2.09
H20 3.28 -4.22 -2.08
H21 0.68 -4.52 -0.49
H22 0.89 -3.58 -1.98
H23 2.24 -3.97 1.28
H24 3.43 -2.69 0.93



[9]
ORCA calculation (ωB97M-V/def2-TZVPD) on a structure of composition C24H38FeNO8 in a non-equilibrium geometry.

## Properties
E_LUMO (alpha / beta)   1.86 / 1.86 eV
Expectation value of S²   6.02
Charge   -1
2S+1   5
Gap between HOMO and LUMO (alpha / beta)   5.36 / 5.29 eV
Relative energy (zero: lowest compared OMol25 entry of this formula, charge and spin)   29.71 kJ/mol

Element x y z (Å)
Fe1 -0.78 0.77 -0.45
C1 -1.91 0.87 -4.29
C2 -1.71 0.72 -2.91
C3 -2.84 0.17 -2.02
O1 -2.67 0.24 -0.80
C4 -3.98 -0.41 -2.72
C5 -4.12 -0.25 -4.08
C6 -3.05 0.43 -4.91
O2 -3.18 0.74 -6.14
O3 -5.31 -0.57 -4.60
O4 -0.67 1.11 -2.39
H1 -1.18 1.43 -4.85
H2 -4.87 -0.72 -2.20
C7 -1.26 -3.79 0.70
C8 0.24 -3.37 0.99
C9 1.06 -4.67 0.85
C10 2.61 -4.54 1.09
C11 3.11 -3.61 0.02
C12 2.33 -2.26 -0.19
N1 0.83 -2.48 -0.06
O5 0.06 -1.25 -0.27
C13 2.64 -1.89 -1.67
C14 2.98 -1.26 0.82
C15 0.24 -2.82 2.49
H3 -2.02 -3.01 0.72
H4 -1.58 -4.46 1.50
H5 -1.39 -4.26 -0.28
H6 0.82 -5.11 -0.11
H7 0.62 -5.40 1.53
H8 3.12 -5.50 1.11
H9 2.87 -4.19 2.09
H10 3.13 -4.19 -0.90
H11 4.14 -3.36 0.24
H12 2.27 -0.87 -1.83
H13 2.23 -2.63 -2.36
H14 3.70 -1.85 -1.90
H15 3.85 -0.79 0.35
H16 3.35 -1.70 1.74
H17 2.28 -0.46 1.05
H18 1.16 -2.29 2.71
H19 0.07 -3.67 3.15
H20 -0.56 -2.13 2.78
C16 1.88 3.75 -1.52
C17 2.00 2.55 -0.58
O6 1.05 1.82 -0.24
C18 3.41 2.30 0.00
H21 1.85 3.24 -2.49
H22 2.74 4.41 -1.46
H23 0.93 4.25 -1.34
H24 3.96 1.51 -0.51
H25 3.31 2.06 1.06
H26 3.94 3.25 -0.10
C19 -1.70 1.33 3.85
C20 -0.72 0.98 2.78
O7 -1.10 0.89 1.60
C21 0.77 0.85 3.09
H27 -2.60 0.73 3.71
H28 -1.90 2.39 3.69
H29 -1.30 1.31 4.86
H30 1.18 -0.10 2.74
H31 0.75 0.67 4.17
H32 1.46 1.63 2.80
C22 -2.10 5.13 -0.95
C23 -2.29 3.85 -0.16
O8 -1.54 2.90 -0.27
C24 -3.37 3.86 0.96
H33 -2.34 5.97 -0.29
H34 -2.78 5.07 -1.79
H35 -1.06 5.11 -1.29
H36 -4.36 3.93 0.50
H37 -3.27 4.72 1.63
H38 -3.36 2.94 1.54



[10]
ORCA calculation (ωB97M-V/def2-TZVPD) on the molecule C4H8ClN3O2S in a non-equilibrium geometry.

## Properties
E_LUMO (alpha / beta)   0.11 / -3.50 eV
Expectation value of S²   2.02
2S+1   3
Gap between HOMO and LUMO (alpha / beta)   6.52 / 6.76 eV

Element x y z (Å)
C1 0.35 0.95 -1.99
C2 1.52 -0.71 1.82
C3 0.10 -1.10 1.51
C4 -0.36 -0.32 -1.84
N1 0.53 1.31 -3.20
N2 -0.35 -0.38 0.33
N3 -0.50 -1.11 -0.89
O1 -2.13 0.98 -0.93
O2 -1.07 1.80 1.12
S1 -1.53 0.73 0.31
Cl1 -2.98 0.07 1.63
H1 0.63 1.42 -1.06
H2 1.99 -1.60 2.10
H3 1.99 -0.30 0.97
H4 1.53 -0.09 2.67
H5 -0.58 -0.93 2.29
H6 0.13 -2.26 1.13
H7 -0.33 -0.64 -2.81
H8 1.05 2.17 -3.15



[11]
ORCA calculation (ωB97M-V/def2-TZVPD) on a cluster of 2 separate species, C4H8N3 in total in a non-equilibrium geometry.

## Properties
E_LUMO (alpha / beta)   -4.59 / -7.49 eV
Expectation value of S²   2.01
Charge   +1
2S+1   3
Gap between HOMO and LUMO (alpha / beta)   5.83 / 7.56 eV
Relative energy (zero: lowest compared OMol25 entry of this formula, charge and spin)   213.85 kJ/mol

Element x y z (Å)
C1 -0.01 -0.98 1.40
C2 1.66 0.07 -2.26
C3 -1.36 0.27 2.44
C4 -1.41 0.67 1.00
N1 -0.54 -0.86 2.52
N2 -0.51 -0.09 0.39
N3 0.55 -0.42 -1.96
H1 0.85 -1.51 1.20
H2 1.88 -0.26 -3.22
H3 -1.00 1.11 3.10
H4 -2.28 -0.08 2.89
H5 -1.96 1.51 0.55
H6 2.29 0.33 -1.47
H7 -0.23 -0.67 -2.57
H8 0.06 -0.31 -0.95



[12]
ORCA calculation (ωB97M-V/def2-TZVPD) on a cluster of 2 separate species, C5H10NO2 in total in a non-equilibrium geometry.

## Properties
E_LUMO (alpha / beta)   -3.97 / -3.97 eV
Expectation value of S²   0.75
2S+1   2
Gap between HOMO and LUMO (alpha / beta)   4.87 / 4.84 eV
Relative energy (zero: lowest compared OMol25 entry of this formula, charge and spin)   678.03 kJ/mol

Element x y z (Å)
C1 3.18 0.62 -0.04
N1 2.93 0.61 -1.46
C2 -1.45 0.18 -0.72
C3 -1.86 -0.96 0.12
C4 -0.81 -1.54 1.13
O1 -1.11 -2.75 1.60
C5 -2.06 1.44 -0.58
O2 -3.01 1.76 0.15
H1 2.20 0.22 0.29
H2 4.08 0.07 0.24
H3 3.49 1.58 0.40
H4 -0.55 0.09 -1.30
H5 2.16 1.27 -1.58
H6 -2.32 -1.80 -0.42
H7 -2.75 -0.59 0.66
H8 -0.69 -0.90 2.04
H9 0.21 -1.52 0.73
H10 -1.65 2.21 -1.25